(1)
C11H18N4O3 | ωB97M-V with the def2-TZVPD basis set

Bonds (Å) are listed after each position.
Geometry (Å):
1 C 3.164 -1.382 3.740  N2 1.491, H19 1.099, H20 1.131, H21 1.099
2 N 3.072 -0.173 2.872  C1 1.491, C3 1.381, H22 0.982
3 C 1.927 -0.035 2.112  N2 1.381, N4 1.236, N17 1.416
4 N 1.339 1.020 2.374  C3 1.236, C5 1.357
5 C 0.365 1.501 1.560  N4 1.357, O6 1.263, N7 1.398
6 O 0.168 2.749 1.586  C5 1.263
7 N -0.225 0.715 0.567  C5 1.398, C8 1.480, C15 1.426
8 C -1.314 1.217 -0.302  N7 1.480, C9 1.574, C14 1.569, H23 1.055
9 C -2.455 0.134 -0.269  C8 1.574, C10 1.514, H24 1.095, H25 1.160
10 C -3.148 -0.052 -1.602  C9 1.514, C11 1.488, H26 1.050, H27 1.137
11 C -2.337 0.041 -2.847  C10 1.488, O12 1.428, C13 1.516, H28 1.071
12 O -1.537 -1.097 -3.171  C11 1.428, H29 0.991
13 C -1.633 1.383 -2.887  C11 1.516, C14 1.495, H30 1.159, H31 1.134
14 C -0.734 1.592 -1.712  C8 1.569, C13 1.495, H32 1.057, H33 1.041
15 C 0.493 -0.474 0.247  N7 1.426, O16 1.183, N17 1.383
16 O 0.132 -1.128 -0.671  C15 1.183
17 N 1.566 -0.868 1.026  C3 1.416, C15 1.383, C18 1.486
18 C 2.527 -1.873 0.504  N17 1.486, H34 1.092, H35 1.061, H36 1.148
19 H 2.280 -2.030 3.656  C1 1.099
20 H 4.132 -1.929 3.530  C1 1.131
21 H 3.255 -0.960 4.750  C1 1.099
22 H 3.199 0.718 3.266  N2 0.982
23 H -1.673 2.128 0.090  C8 1.055
24 H -2.173 -0.884 0.021  C9 1.095
25 H -3.209 0.526 0.521  C9 1.160
26 H -3.691 -0.946 -1.684  C10 1.050
27 H -3.993 0.706 -1.536  C10 1.137
28 H -3.052 0.095 -3.642  C11 1.071
29 H -1.231 -1.548 -2.344  O12 0.991
30 H -2.429 2.191 -3.125  C13 1.159
31 H -0.875 1.369 -3.731  C13 1.134
32 H 0.145 1.079 -2.000  C14 1.057
33 H -0.436 2.578 -1.862  C14 1.041
34 H 3.576 -1.720 0.765  C18 1.092
35 H 2.711 -1.733 -0.532  C18 1.061
36 H 2.097 -2.913 0.730  C18 1.148

The value obtained for the HOMO-LUMO gap is 10.04 eV. For the HOMO energy, the calculation gives -9.56 eV.



(2)
C11H18N4O3 | ωB97M-V with the def2-TZVPD basis set

Bonds (Å) are listed after each position.
Geometry (Å):
1 C 2.214 -0.848 1.918  C2 1.528, H19 1.108, H20 1.071, H21 1.091
2 C 1.261 0.130 2.602  C1 1.528, C3 1.532, C4 1.564, H22 1.072
3 C 0.585 -0.564 3.788  C2 1.532, H23 1.129, H24 1.105, H25 1.132
4 C 0.183 0.795 1.684  C2 1.564, N5 1.520, C16 1.548, H26 1.105
5 N -0.829 -0.136 1.035  C4 1.520, C6 1.331, H27 1.020
6 C -0.836 -1.174 0.202  N5 1.331, O7 1.269, C8 1.556
7 O -1.616 -2.147 0.437  C6 1.269
8 C 0.122 -1.192 -1.024  C6 1.556, N9 1.439, C10 1.556, H28 1.084
9 N 0.772 -2.474 -1.089  C8 1.439, H29 0.993, H30 1.021
10 C -0.664 -1.088 -2.363  C8 1.556, C11 1.438, H31 1.081, H32 1.082
11 C -1.167 0.217 -2.692  C10 1.438, C12 1.345, N15 1.434
12 C -0.662 1.228 -3.423  C11 1.345, N13 1.396, H33 1.057
13 N -1.630 2.229 -3.324  C12 1.396, C14 1.375, H34 1.040
14 C -2.618 1.751 -2.496  N13 1.375, N15 1.291, H35 1.097
15 N -2.448 0.526 -2.124  C11 1.434, C14 1.291
16 C 0.856 1.686 0.613  C4 1.548, O17 1.189, O18 1.298
17 O 1.969 2.097 0.705  C16 1.189
18 O -0.042 1.932 -0.291  C16 1.298, H36 1.025
19 H 2.792 -1.519 2.584  C1 1.108
20 H 2.874 -0.367 1.225  C1 1.071
21 H 1.577 -1.585 1.424  C1 1.091
22 H 1.688 1.046 2.960  C2 1.072
23 H 0.296 -1.559 3.337  C3 1.129
24 H -0.246 -0.017 4.268  C3 1.105
25 H 1.300 -0.719 4.650  C3 1.132
26 H -0.429 1.534 2.233  C4 1.105
27 H -1.672 -0.073 1.604  N5 1.020
28 H 0.842 -0.382 -1.025  C8 1.084
29 H 0.000 -3.048 -0.847  N9 0.993
30 H 1.507 -2.574 -0.388  N9 1.021
31 H -1.437 -1.844 -2.359  C10 1.081
32 H -0.016 -1.507 -3.122  C10 1.082
33 H 0.254 1.239 -3.949  C12 1.057
34 H -1.494 3.190 -3.698  N13 1.040
35 H -3.324 2.498 -2.113  C14 1.097
36 H 0.037 2.720 -0.942  O18 1.025

The value obtained for the HOMO-LUMO gap is 9.05 eV. For the HOMO energy, the calculation gives -8.84 eV.



Q: Which of them is the most stable? A: (2).